C16H20N2O2 | the ωB97M-V functional and the def2-TZVPD basis

Bonds (Å) are listed after each position.
Positions of all 40 atoms, in Å:
1 C 2.2648 -2.8931 -2.3904  C11 1.401, N19 1.385, C26 1.399
2 H 3.3298 -5.7340 -2.9206  C37 1.098
3 H 4.3500 -4.0281 -4.7088  C8 1.091
4 H 2.9356 -0.2174 -0.4049  C5 1.077
5 C 2.3627 -0.9965 -0.8786  H4 1.077, C26 1.381, C27 1.389
6 N 0.3304 -0.2853 0.3062  C16 1.359, C27 1.403, H34 1.011
7 C -1.1035 2.3770 0.9224  H15 1.093, C18 1.540, H38 1.090, C39 1.489
8 C 4.1816 -3.4477 -3.8010  H3 1.091, H17 1.089, N19 1.442, H30 1.099
9 O -3.3255 2.2748 1.9261  C31 1.354, C39 1.356
10 H 4.0277 -1.7365 -1.9471  C26 1.078
11 C 0.9000 -3.0035 -2.0950  C1 1.401, H25 1.079, C28 1.377
12 H -0.7656 -2.2559 -1.0019  C28 1.082
13 H -4.0784 5.0939 3.3697  C35 1.071
14 H -6.0570 3.1972 3.6026  C24 1.086
15 H -1.5144 1.8020 0.0884  C7 1.093
16 C 0.8071 0.7540 1.0411  N6 1.359, C18 1.522, O23 1.212
17 H 4.2709 -2.3918 -4.0499  C8 1.089
18 C -0.2878 1.4475 1.8398  C7 1.540, C16 1.522, H21 1.092, H22 1.090
19 N 2.8491 -3.7287 -3.3275  C1 1.385, C8 1.442, C37 1.444
20 H 1.6129 -5.3373 -2.8057  C37 1.085
21 H -0.9504 0.7123 2.3008  C18 1.092
22 H 0.1829 2.0399 2.6247  C18 1.090
23 O 1.9608 1.1241 1.0572  C16 1.212
24 C -5.4868 2.4612 3.0441  H14 1.086, H29 1.090, C31 1.487, H36 1.090
25 H 0.2987 -3.7564 -2.5811  C11 1.079
26 C 2.9737 -1.8638 -1.7619  C1 1.399, C5 1.381, H10 1.078
27 C 1.0116 -1.1288 -0.5838  C5 1.389, N6 1.403, C28 1.393
28 C 0.2909 -2.1444 -1.2074  C11 1.377, H12 1.082, C27 1.393
29 H -6.0586 2.1567 2.1680  C24 1.090
30 H 4.9611 -3.7138 -3.0736  C8 1.099
31 C -4.1815 3.0454 2.6370  O9 1.354, C24 1.487, C35 1.361
32 H 2.3818 -5.4599 -4.3967  C37 1.093
33 H -1.6513 5.0569 2.1780  C40 1.071
34 H -0.6544 -0.4942 0.3979  N6 1.011
35 C -3.6343 4.2750 2.8418  H13 1.071, C31 1.361, C40 1.419
36 H -5.3336 1.5808 3.6675  C24 1.090
37 C 2.5225 -5.1353 -3.3621  H2 1.098, N19 1.444, H20 1.085, H32 1.093
38 H -0.4498 3.1519 0.5216  C7 1.090
39 C -2.2205 3.0174 1.6711  C7 1.489, O9 1.356, C40 1.361
40 C -2.3607 4.2560 2.2175  H33 1.071, C35 1.419, C39 1.361

Gap between HOMO and LUMO = 8.030 eV
DFT total energy = -881.6798 a.u.
SMILES string = Cc1ccc(CCC(=O)Nc2ccc(N(C)C)cc2)o1
Lowest unoccupied orbital energy = 0.745 eV